w.
17
Properties=species:S:1:pos:R:3 method="wB97M-V/def2-TZVPD" homo_energy_ev="-4.02 / -4.02" total_charge=-1
C -1.04510 -1.74952 -0.43738
C -0.33660 -0.86238 -1.15689
C -0.56015 -1.22325 0.89896
C -1.44773 0.19478 1.16434
C -0.29095 1.04295 0.67124
C 0.46202 -0.14221 -0.08412
N 0.75407 -1.10456 1.03427
O 1.43883 1.93166 -1.22342
O 2.90518 0.61043 0.34862
O 2.28904 -0.19938 -1.94172
S 2.01000 0.64518 -0.79954
H -1.79510 -2.54228 -0.34512
H -0.33849 -0.52136 -2.16379
H -2.21784 0.25617 0.40980
H -1.87069 0.33010 2.17255
H -0.34491 1.83128 -0.02031
H 0.38842 1.50238 1.47250

=====

x.
17
Properties=species:S:1:pos:R:3 method="wB97M-V/def2-TZVPD" homo_energy_ev="-4.90 / -3.91" total_charge=-1
C 1.67961 -1.29977 0.86821
C 0.43148 -0.99397 1.14846
C 1.52612 -0.83298 -0.59175
C 1.59501 0.75793 -0.85811
C 0.15054 0.85627 -0.35676
C -0.03027 -0.63446 -0.28836
N 0.46570 -1.48305 -1.19526
O -2.63560 0.69518 1.51344
O -2.78869 1.35119 -0.82379
O -3.83858 -0.73311 -0.12865
S -2.75347 0.24144 0.15246
H 2.52757 -1.87113 1.29013
H 0.10161 -1.09139 2.14677
H 2.38981 1.36807 -0.38759
H 1.70130 0.98197 -1.96155
H 0.03155 1.43389 0.54694
H -0.55368 1.25391 -1.07459

=====

Energetically preferred structure: w | next structure: +200.3 kJ/mol

=====

w.
14
Properties=species:S:1:pos:R:3 method="wB97M-V/def2-TZVPD" homo_energy_ev=-8.14
C 0.44409 -1.97962 0.21148
C 2.54391 0.97630 0.12245
C -1.85139 0.54841 0.44815
N 0.71940 -0.80590 0.09571
N -3.71478 1.14135 -0.92555
N -2.72519 0.94866 -0.27627
N -0.18027 -2.98383 0.34732
S 1.13204 0.46359 -0.86917
H 2.41643 1.78499 0.69264
H 3.26645 1.26508 -0.58707
H 2.64238 0.17417 0.75179
H -0.87496 0.25572 0.61482
H -3.99908 2.17463 -0.94182
H 0.18097 -3.96356 0.31550

=====

x.
14
Properties=species:S:1:pos:R:3 method="wB97M-V/def2-TZVPD" smiles=Cc1nnc(N)n1S homo_energy_ev=-8.68
C -2.34344 -0.68577 0.06753
C -0.87606 -0.87167 -0.05381
C 1.23745 -0.29456 0.07225
H -2.70440 0.20191 -0.61229
H -3.07587 -1.61147 -0.05044
H -2.57966 -0.28332 1.13355
H 2.28489 1.44915 0.31627
H 3.26528 0.05349 0.36458
H -0.79018 1.85386 1.19392
N -0.15426 -1.94250 -0.07650
N 1.22152 -1.56687 0.00268
N 2.38529 0.44407 -0.04173
N -0.05943 0.20018 -0.06087
S -0.51622 1.84402 -0.10166

=====

Energetically preferred structure: x | next structure: +409.7 kJ/mol